1.
{
  "formula": "C40H50GeN10NaOS",
  "method": "ωB97M-V with the def2-TZVPD basis set",
  "gap_ha": 0.184,
  "homo_ev": -3.03,
  "charge": -1,
  "symbols": ["Na", "C", "C", "N", "C", "C", "N", "C", "C", "C", "C", "C", "N", "C", "C", "N", "C", "C", "N", "C", "C", "C", "N", "C", "C", "H", "H", "H", "H", "H", "H", "H", "H", "H", "H", "H", "H", "C", "C", "N", "C", "C", "C", "S", "N", "C", "O", "C", "C", "C", "C", "C", "C", "H", "H", "H", "H", "H", "H", "H", "H", "H", "H", "H", "H", "H", "H", "H", "C", "C", "N", "C", "C", "N", "C", "C", "H", "H", "H", "H", "H", "H", "H", "H", "H", "H", "H", "H", "C", "Ge", "C", "C", "C", "H", "H", "H", "H", "H", "H", "H", "H", "H", "H", "H"],
  "xyz": [[1.179, 0.654, -0.690], [-2.842, 1.798, -2.833], [-2.063, 0.851, -2.311], [-1.505, 1.107, -1.022], [-1.852, 2.390, -0.377], [-2.723, 3.269, -1.054], [-3.145, 3.045, -2.263], [-1.290, 2.697, 0.874], [-1.734, 3.677, 1.745], [-1.011, 4.028, 2.850], [0.245, 3.361, 3.136], [0.543, 2.309, 2.282], [-0.140, 1.946, 1.173], [1.677, 1.377, 2.516], [2.149, 1.212, 3.828], [3.158, 0.476, 4.136], [3.833, -0.097, 3.111], [3.328, 0.080, 1.813], [2.204, 0.711, 1.475], [-1.486, 5.149, 3.785], [-2.042, 6.295, 3.195], [-2.462, 7.303, 4.019], [-2.323, 7.242, 5.363], [-1.712, 6.180, 5.912], [-1.287, 5.093, 5.112], [-3.417, 1.633, -3.719], [-1.770, 0.041, -2.881], [-2.893, 4.280, -0.698], [-2.783, 4.145, 1.699], [0.711, 3.535, 4.065], [1.599, 1.646, 4.646], [4.764, -0.600, 3.368], [3.837, -0.406, 0.971], [-2.231, 6.246, 2.187], [-2.998, 8.182, 3.611], [-1.570, 6.067, 7.006], [-0.849, 4.274, 5.656], [4.341, 2.387, -3.625], [4.722, 1.020, -4.122], [3.576, 0.118, -4.398], [2.887, 0.101, -5.711], [1.753, 1.014, -5.742], [2.995, -0.605, -3.345], [3.624, -0.497, -1.744], [1.972, -1.392, -3.682], [0.813, -1.684, -3.007], [0.356, -1.086, -2.039], [0.025, -2.743, -3.716], [-0.182, -3.905, -2.990], [-0.785, -5.010, -3.581], [-1.318, -4.911, -4.829], [-1.117, -3.748, -5.513], [-0.449, -2.646, -5.000], [5.223, 2.963, -3.725], [4.015, 2.480, -2.541], [3.525, 2.828, -4.178], [5.366, 0.521, -3.436], [5.375, 1.078, -5.007], [2.508, -0.894, -5.869], [3.689, 0.358, -6.480], [1.020, 0.656, -6.605], [2.057, 2.046, -5.990], [1.215, 0.966, -4.814], [0.185, -3.998, -1.978], [-1.020, -5.890, -3.023], [-1.877, -5.683, -5.237], [-1.576, -3.739, -6.517], [-0.245, -1.712, -5.542], [0.726, -2.431, 2.851], [0.301, -2.426, 1.329], [0.416, -3.762, 0.774], [1.817, -4.099, 0.683], [2.562, -3.774, 2.022], [1.563, -3.577, 3.106], [0.669, -4.734, 3.091], [-0.174, -4.657, 1.801], [-0.182, -2.439, 3.453], [1.227, -1.518, 3.069], [0.860, -1.818, 0.645], [-0.717, -2.161, 1.320], [2.260, -3.534, -0.098], [1.895, -5.179, 0.470], [3.185, -2.885, 1.831], [3.215, -4.687, 2.195], [0.063, -4.722, 3.955], [1.285, -5.606, 3.144], [-1.160, -4.322, 2.131], [-0.280, -5.627, 1.348], [-2.535, 0.227, 3.070], [-3.127, -0.175, 1.240], [-4.773, 0.828, 0.988], [-3.785, -2.042, 1.281], [-1.728, -0.080, -0.155], [-2.062, 1.190, 3.267], [-1.944, -0.543, 3.582], [-3.536, 0.372, 3.504], [-5.521, 0.286, 1.620], [-5.016, 1.025, -0.078], [-4.659, 1.799, 1.409], [-4.247, -2.380, 2.278], [-2.996, -2.755, 1.019], [-4.597, -2.165, 0.551], [-1.877, -0.938, -0.853], [-0.902, -0.279, 0.456]]
}

2.
{
  "formula": "C40H51Br2EuIN4O3SSi",
  "method": "ωB97M-V with the def2-TZVPD basis set",
  "multiplicity": 8,
  "gap_ha": [0.248, 0.251],
  "homo_ev": [-6.61, -6.67],
  "s_squared": 15.760,
  "symbols": ["Eu", "O", "C", "N", "C", "C", "C", "C", "C", "C", "N", "C", "O", "C", "C", "C", "C", "C", "N", "C", "C", "C", "C", "C", "N", "H", "H", "H", "H", "H", "H", "H", "H", "H", "H", "H", "H", "C", "C", "C", "C", "Si", "Br", "C", "C", "C", "C", "C", "C", "C", "C", "H", "H", "H", "H", "H", "H", "H", "H", "H", "H", "H", "H", "H", "H", "H", "H", "H", "H", "H", "H", "H", "H", "H", "H", "H", "H", "H", "O", "S", "C", "C", "C", "C", "H", "H", "H", "H", "H", "H", "H", "H", "Br", "C", "C", "C", "C", "C", "C", "I", "H", "H", "H", "H"],
  "xyz": [[15.004, 11.745, 12.465], [17.728, 13.561, 15.887], [16.819, 13.198, 15.129], [16.820, 12.970, 13.811], [18.042, 13.149, 13.085], [19.026, 14.103, 13.448], [20.149, 14.357, 12.661], [20.243, 13.709, 11.433], [19.302, 12.743, 11.078], [18.203, 12.400, 11.883], [17.233, 11.401, 11.533], [17.387, 10.555, 10.508], [18.171, 10.587, 9.541], [16.361, 9.357, 10.454], [16.557, 8.368, 9.502], [15.678, 7.328, 9.387], [14.526, 7.337, 10.191], [14.357, 8.384, 11.089], [15.288, 9.345, 11.214], [15.454, 13.063, 15.783], [15.338, 13.519, 17.088], [14.093, 13.656, 17.646], [12.988, 13.384, 16.867], [13.167, 12.897, 15.587], [14.389, 12.725, 15.036], [18.896, 14.583, 14.388], [20.881, 15.078, 13.022], [21.031, 13.950, 10.704], [19.414, 12.238, 10.106], [17.431, 8.450, 8.884], [15.867, 6.519, 8.681], [13.786, 6.548, 10.171], [13.490, 8.447, 11.729], [16.268, 13.715, 17.585], [13.972, 14.023, 18.637], [11.973, 13.433, 17.256], [12.348, 12.758, 14.892], [7.484, 9.083, 11.438], [8.874, 9.190, 12.136], [9.945, 8.479, 11.270], [8.919, 8.348, 13.418], [9.376, 10.980, 12.432], [11.743, 10.784, 12.891], [8.672, 11.793, 14.011], [7.116, 11.642, 14.066], [9.140, 13.250, 14.086], [9.298, 11.126, 15.245], [9.128, 12.105, 10.917], [7.684, 12.725, 10.997], [9.328, 11.428, 9.569], [10.174, 13.262, 10.864], [7.271, 8.029, 11.331], [7.439, 9.466, 10.440], [6.631, 9.494, 11.991], [9.716, 7.410, 11.228], [10.901, 8.578, 11.755], [10.043, 8.785, 10.251], [8.689, 7.323, 13.149], [8.128, 8.624, 14.136], [9.893, 8.345, 13.871], [6.594, 12.165, 13.257], [6.738, 12.051, 15.016], [6.838, 10.587, 14.048], [8.684, 13.942, 13.388], [10.213, 13.335, 13.998], [8.929, 13.628, 15.095], [8.949, 10.129, 15.470], [9.075, 11.729, 16.116], [10.407, 11.095, 15.164], [6.878, 11.975, 10.898], [7.567, 13.384, 10.143], [7.507, 13.310, 11.904], [8.697, 10.563, 9.439], [10.383, 11.143, 9.391], [9.037, 12.137, 8.802], [9.970, 14.102, 11.533], [10.156, 13.630, 9.840], [11.184, 12.934, 11.018], [14.140, 11.790, 9.991], [14.413, 12.649, 8.786], [14.841, 11.460, 7.446], [16.297, 11.717, 7.035], [16.679, 13.135, 7.474], [16.114, 13.295, 8.858], [14.074, 11.617, 6.681], [14.664, 10.460, 7.848], [16.453, 11.617, 5.965], [16.929, 10.999, 7.536], [16.224, 13.836, 6.765], [17.770, 13.347, 7.447], [15.969, 14.322, 9.216], [16.667, 12.722, 9.599], [13.112, 18.585, 12.176], [14.858, 17.913, 11.749], [15.884, 18.830, 11.541], [17.210, 18.398, 11.467], [17.518, 17.068, 11.685], [16.490, 16.155, 11.819], [15.156, 16.556, 11.833], [13.652, 15.056, 11.997], [15.660, 19.883, 11.422], [17.947, 19.161, 11.290], [18.544, 16.718, 11.667], [16.717, 15.114, 11.920]]
}

3.
{
  "formula": "C40H51F3GaNP2S2SbSi3",
  "method": "ωB97M-V with the def2-TZVPD basis set",
  "gap_ha": 0.275,
  "homo_ev": -10.09,
  "charge": 1,
  "symbols": ["Ga", "S", "P", "C", "P", "S", "C", "C", "C", "C", "C", "C", "C", "C", "C", "C", "C", "C", "C", "C", "C", "C", "C", "C", "C", "C", "C", "C", "C", "C", "H", "H", "H", "H", "H", "H", "H", "H", "H", "H", "H", "H", "H", "H", "H", "H", "H", "H", "H", "H", "C", "Si", "C", "C", "Sb", "Si", "C", "C", "C", "Si", "C", "C", "C", "H", "H", "H", "H", "H", "H", "H", "H", "H", "H", "H", "H", "H", "H", "H", "H", "H", "H", "H", "H", "H", "H", "H", "H", "H", "H", "H", "F", "C", "F", "F", "C", "C", "C", "N", "C", "C", "H", "H", "H", "H"],
  "xyz": [[-0.141, -0.343, 0.360], [2.473, 0.038, 0.156], [1.656, 1.852, -0.248], [-0.015, 1.576, 0.002], [-1.505, 1.828, -0.783], [-2.534, 0.117, -0.315], [-2.423, 3.275, -0.220], [-1.999, 3.931, 0.930], [-2.709, 5.024, 1.408], [-3.844, 5.455, 0.740], [-4.275, 4.794, -0.405], [-3.570, 3.706, -0.884], [-1.415, 2.021, -2.582], [-1.126, 3.270, -3.126], [-0.965, 3.413, -4.495], [-1.101, 2.312, -5.328], [-1.388, 1.065, -4.791], [-1.542, 0.920, -3.422], [2.281, 3.089, 0.916], [1.617, 4.315, 0.993], [2.035, 5.281, 1.891], [3.115, 5.025, 2.728], [3.780, 3.812, 2.653], [3.369, 2.846, 1.744], [2.161, 2.450, -1.881], [2.783, 3.678, -2.077], [3.136, 4.083, -3.357], [2.876, 3.264, -4.443], [2.252, 2.037, -4.253], [1.897, 1.638, -2.980], [-1.121, 3.570, 1.451], [-2.379, 5.533, 2.303], [-4.398, 6.307, 1.110], [-5.164, 5.129, -0.921], [-3.906, 3.195, -1.779], [-1.029, 4.136, -2.483], [-0.742, 4.385, -4.911], [-0.989, 2.427, -6.398], [-1.505, 0.209, -5.441], [-1.786, -0.049, -3.000], [0.768, 4.514, 0.349], [1.522, 6.232, 1.939], [3.439, 5.778, 3.434], [4.629, 3.619, 3.294], [3.895, 1.902, 1.673], [3.004, 4.321, -1.235], [3.625, 5.036, -3.502], [3.158, 3.579, -5.439], [2.039, 1.397, -5.099], [1.404, 0.690, -2.830], [-3.464, -3.275, 1.015], [-2.351, -3.941, -0.329], [-2.894, -3.390, -2.025], [-2.199, -5.798, -0.224], [-0.009, -2.946, 0.045], [1.215, -3.997, 2.046], [1.273, -5.835, 1.724], [0.276, -3.632, 3.620], [2.908, -3.214, 2.079], [1.308, -3.508, -2.098], [3.130, -3.244, -1.825], [0.612, -2.361, -3.392], [0.935, -5.293, -2.505], [-4.434, -3.774, 0.968], [-3.640, -2.207, 0.885], [-3.053, -3.451, 2.011], [-3.897, -3.773, -2.225], [-2.235, -3.776, -2.804], [-2.927, -2.303, -2.094], [-3.178, -6.247, -0.404], [-1.865, -6.125, 0.760], [-1.509, -6.196, -0.966], [0.277, -6.274, 1.755], [1.871, -6.320, 2.498], [1.722, -6.074, 0.760], [-0.797, -3.791, 3.523], [0.446, -2.613, 3.962], [0.638, -4.309, 4.396], [3.551, -3.605, 1.292], [3.388, -3.425, 3.037], [2.855, -2.131, 1.964], [3.346, -2.243, -1.459], [3.645, -3.369, -2.780], [3.547, -3.974, -1.131], [0.786, -1.328, -3.114], [-0.460, -2.500, -3.534], [1.107, -2.539, -4.349], [1.154, -5.960, -1.670], [1.550, -5.610, -3.349], [-0.109, -5.433, -2.787], [-2.235, -0.188, 7.047], [-1.187, 0.502, 6.579], [-1.441, 1.811, 6.753], [-0.116, 0.190, 7.328], [-0.928, 0.204, 5.119], [0.272, 0.598, 4.544], [0.464, 0.365, 3.197], [-0.456, -0.253, 2.450], [-1.602, -0.637, 3.005], [-1.887, -0.420, 4.342], [1.039, 1.091, 5.124], [1.368, 0.676, 2.687], [-2.320, -1.106, 2.347], [-2.833, -0.733, 4.757]]
}

Electronic energy
In order: -131007.410 -240642.363 -174746.965
Unit: eV
Max |F|
In order: 0.0734 0.0317 0.0120
Unit: Eh/bohr
Molecular weight
In order: 814.576 1134.702 1004.672
Unit: g mol⁻¹